# 1
# C18H40O20S3

A cluster of 8 separate species, C18H40O20S3 in total (ωB97M-V/def2-TZVPD, the Open Molecules 2025 dataset).

Cartesian coordinates (Å):
C (0.43652, -0.26876, -11.70663)
C (-0.14806, -0.93669, -10.36019)
O (0.89508, -1.28798, -9.61510)
S (0.63728, -2.41238, -8.38695)
C (2.32814, -3.10639, -8.46837)
O (0.33247, -1.63374, -7.20395)
O (-0.28881, -3.50574, -8.81859)
H (0.93605, -1.10930, -12.18836)
H (0.97750, 0.60227, -11.33680)
H (-0.30692, 0.09064, -12.41813)
H (-0.75994, -0.20276, -9.83574)
H (-0.77405, -1.78063, -10.65003)
H (2.16873, -3.93871, -7.78285)
H (3.12350, -2.41720, -8.18466)
H (2.48855, -3.40900, -9.50315)
C (-3.54874, 5.59990, 7.53444)
C (-4.18613, 5.18612, 8.86464)
O (-3.49679, 4.12264, 9.42025)
S (-3.75886, 3.73377, 10.98429)
C (-2.51222, 4.85740, 11.72269)
O (-5.18217, 4.11991, 11.31810)
O (-3.32806, 2.32347, 11.12979)
H (-2.57142, 6.07881, 7.59436)
H (-4.24390, 6.30495, 7.07864)
H (-3.64814, 4.75746, 6.84995)
H (-4.45676, 6.01780, 9.51514)
H (-5.14308, 4.70509, 8.66223)
H (-1.71619, 4.25777, 12.16414)
H (-3.08315, 5.36862, 12.49779)
H (-2.11961, 5.59336, 11.02103)
C (3.09483, 5.74807, 3.20614)
C (2.14166, 4.54694, 3.28275)
O (2.84410, 3.45356, 3.58051)
S (3.63057, 3.25908, 4.98743)
C (3.78718, 1.41029, 5.01365)
O (4.97534, 3.85499, 4.76512)
O (2.77869, 3.62943, 6.08702)
H (3.84101, 5.62128, 2.42177)
H (3.57155, 5.80715, 4.18459)
H (2.51490, 6.67018, 3.24464)
H (1.34727, 4.73339, 4.00545)
H (1.66266, 4.24722, 2.35065)
H (4.82548, 1.19199, 4.76392)
H (3.28471, 0.95903, 4.15809)
H (3.62570, 0.97272, 5.99881)
O (-1.55876, 0.03496, 2.76222)
C (-1.28490, -0.80058, 1.87347)
O (-0.08264, -0.89670, 1.19407)
C (-0.25466, -1.82801, 0.14360)
C (-1.76215, -2.20743, 0.15786)
O (-2.15941, -1.57809, 1.34281)
H (-0.20402, -1.51697, -0.89985)
H (0.33654, -2.72924, 0.30595)
H (-2.00720, -3.26936, 0.13900)
H (-2.48218, -1.85907, -0.58261)
O (4.78814, 4.20255, -3.15289)
C (5.21136, 3.04272, -3.10123)
O (4.35467, 1.97564, -3.03527)
C (5.06768, 0.73035, -3.22594)
C (6.38682, 1.27668, -3.74422)
O (6.46843, 2.65616, -3.36062)
H (5.26631, 0.19948, -2.29491)
H (4.54042, 0.10712, -3.94821)
H (6.55924, 1.12850, -4.81025)
H (7.13607, 0.67486, -3.22987)
O (0.85596, -7.63957, -2.31889)
C (-0.22928, -7.99920, -2.75150)
O (-0.70256, -9.16983, -2.33609)
C (-2.01522, -9.37680, -2.84376)
C (-2.12885, -8.32931, -3.93942)
O (-1.03416, -7.47432, -3.58857)
H (-2.08381, -10.38171, -3.26036)
H (-2.77136, -9.20554, -2.07758)
H (-3.15602, -8.03462, -3.72453)
H (-2.00538, -8.82164, -4.90402)
O (-6.54649, -2.70401, 4.10159)
H (-7.35918, -2.49551, 4.56235)
H (-5.95284, -1.98739, 4.32582)
O (-5.18459, -3.23717, -4.91435)
H (-6.00415, -3.65767, -5.17460)
H (-4.97826, -2.64529, -5.63777)

Atoms 1-6, force components in eV/Å:
-1.1528 -0.9427 1.8697
-2.9079 2.1495 -3.7997
2.5934 -2.6512 3.0138
-0.8482 -0.3478 -1.5170
-1.2513 0.2829 0.2840
0.4946 -1.1277 -0.9836

E_tot, eV: -92764.11658
Gap between HOMO and LUMO, hartree: 0.3853
Multiplicity: 1
ΔE to the lowest compared entry with this formula, charge and spin, kcal per mole: 43.83

# 2
# C18H40OP2PdSi

A structure of composition C18H40OP2PdSi (ωB97M-V/def2-TZVPD, the Open Molecules 2025 dataset).

Cartesian coordinates (Å):
P (0.59582, -1.84543, -1.16481)
P (0.00049, 1.01197, -2.60714)
C (-0.00796, -1.68702, -2.97302)
C (0.71638, -0.44494, -3.49963)
H (-1.10894, -1.57120, -2.99377)
H (0.27252, -2.60735, -3.50888)
H (1.80414, -0.47476, -3.32086)
H (0.55786, -0.34561, -4.58408)
C (-0.89945, 1.59584, -4.13107)
H (-1.49480, 2.49224, -3.97078)
H (-1.56221, 0.79657, -4.50489)
H (-0.16354, 1.80970, -4.91736)
C (1.14464, 2.40390, -2.45318)
H (1.26013, 2.88469, -3.43613)
H (2.13188, 2.06231, -2.12666)
H (0.75784, 3.14118, -1.74667)
C (-0.81197, -2.83819, -0.56569)
H (-0.68042, -2.95384, 0.51664)
H (-0.80965, -3.79735, -1.09163)
H (-1.73293, -2.27977, -0.78248)
C (2.05705, -2.96079, -1.71320)
H (2.52617, -2.37888, -2.51273)
H (1.57252, -3.86919, -2.08092)
H (2.88428, -3.26028, -1.02472)
Pd (2.06633, -2.30755, 0.28050)
C (-0.67380, 3.73716, 0.41351)
C (-1.83225, 2.83395, 0.32607)
C (-2.85731, 3.02431, -0.80912)
C (-2.77915, 1.77569, -1.71777)
C (-1.48793, 1.00873, -1.40683)
C (-1.21127, 1.46431, 0.08336)
C (0.24508, 1.54101, 0.47493)
C (0.52760, 3.02908, 0.86045)
C (2.27235, -3.80912, 1.75918)
H (-0.78243, 4.82022, 0.40897)
H (-2.32124, 2.82602, 1.32487)
H (-2.64337, 3.94775, -1.36276)
H (-3.85253, 3.07729, -0.36668)
H (-3.58181, 1.07210, -1.45451)
H (-2.91233, 2.02836, -2.76450)
H (-1.66490, -0.07714, -1.33430)
H (-1.77284, 0.74524, 0.72358)
H (0.93823, 1.21334, -0.32059)
H (0.44365, 0.83683, 1.29400)
H (0.62293, 3.09793, 1.95494)
H (1.49508, 3.36346, 0.45676)
H (3.17068, -3.50254, 2.30748)
H (2.38728, -4.77383, 1.24359)
H (1.37468, -3.78087, 2.39103)
C (1.99830, -1.48881, 4.50129)
Si (0.55102, -1.04376, 3.37536)
C (-0.96574, -1.85081, 4.19989)
C (0.16881, 0.79311, 3.72721)
O (0.78140, -1.28260, 1.81090)
H (1.63308, -1.57788, 5.53500)
H (2.75500, -0.69296, 4.47701)
H (2.47707, -2.43252, 4.21323)
H (-0.84185, -1.83321, 5.29534)
H (-1.87911, -1.28476, 3.96135)
H (-1.11936, -2.89316, 3.89354)
H (0.89564, 1.46615, 3.25549)
H (-0.83597, 1.06745, 3.37294)
H (0.20112, 0.97824, 4.80899)

Atoms 1-6, force components in eV/Å:
-1.7637 1.3102 -2.0565
-1.7825 1.3532 -1.8056
0.4784 -0.2789 0.6198
-0.1090 -0.7160 0.1853
0.4743 -0.0232 -0.1275
-0.1965 0.4035 -0.1469

Expectation value of S²: 2.01
E_tot, eV: -51292.73464
Gap between HOMO and LUMO (spin up / spin down), hartree: 0.2054 / 0.2577
Multiplicity: 3
ΔE to the lowest compared entry with this formula, charge and spin, kcal per mole: 0.00

# 3
# C18H41BFNO4S

A cluster of 2 separate species, C18H41BFNO4S in total (ωB97M-V/def2-TZVPD, the Open Molecules 2025 dataset).

Cartesian coordinates (Å):
C (5.27823, 3.95095, 2.48219)
O (4.58450, 3.40034, 1.38807)
C (5.44442, 2.98445, 0.34257)
C (6.05528, 1.59460, 0.57885)
C (5.35587, 0.50036, -0.23157)
C (3.85219, 0.36649, 0.10731)
C (3.47063, -1.00238, 0.71333)
C (2.63348, -0.92924, 1.99650)
C (1.41517, -0.00345, 1.93545)
C (0.32367, -0.48585, 0.96996)
B (-0.73251, 0.68823, 0.53960)
S (-2.11310, -0.17956, -0.57920)
C (0.08371, 1.87480, -0.24739)
C (-0.60810, 2.57994, -1.42449)
C (-1.72924, 3.51007, -1.05618)
O (-2.73493, 3.67585, -1.69625)
O (-1.47951, 4.21971, 0.07550)
C (-1.51792, 1.19636, 1.89638)
C (-2.94540, 1.72491, 1.75522)
F (-0.75725, 2.19236, 2.55666)
H (5.55495, 4.99360, 2.28496)
H (4.62345, 3.91605, 3.35078)
H (6.19076, 3.39083, 2.71545)
H (4.83909, 2.97958, -0.56577)
H (6.23764, 3.72974, 0.20026)
H (7.11988, 1.60739, 0.33542)
H (5.93653, 1.35526, 1.63956)
H (5.87529, -0.44728, -0.06641)
H (5.48444, 0.72988, -1.29402)
H (3.29507, 0.49336, -0.82149)
H (3.58552, 1.16718, 0.79597)
H (2.96385, -1.61216, -0.03719)
H (4.39870, -1.52806, 0.95866)
H (3.28065, -0.65039, 2.83423)
H (2.25731, -1.93787, 2.20497)
H (0.98684, 0.01565, 2.94211)
H (1.71836, 1.02513, 1.72865)
H (0.76444, -0.96420, 0.08468)
H (-0.24593, -1.26955, 1.49154)
H (-1.43072, -0.43481, -1.70633)
H (0.38678, 2.64771, 0.45994)
H (1.00757, 1.43873, -0.64467)
H (-0.98136, 1.89535, -2.18360)
H (0.12384, 3.22332, -1.93424)
H (-2.30897, 4.35003, 0.55199)
H (-1.56483, 0.34809, 2.59192)
H (-3.66265, 0.91210, 1.89468)
H (-3.14956, 2.48190, 2.51610)
H (-3.15134, 2.15340, 0.77187)
C (-5.84812, -3.36465, -0.86706)
C (-5.30485, -2.91638, -2.21337)
C (-4.83761, -4.05766, -3.11796)
O (-3.61383, -4.58562, -2.66298)
C (-3.67575, -5.78742, -1.89721)
N (-4.10323, -2.05595, -1.97186)
H (-5.06290, -3.78814, -0.23972)
H (-6.29015, -2.52745, -0.32643)
H (-6.62195, -4.11741, -1.00840)
H (-6.04248, -2.30280, -2.73090)
H (-4.65816, -3.67027, -4.12483)
H (-5.61398, -4.82284, -3.19042)
H (-4.53038, -6.39702, -2.19694)
H (-3.73566, -5.57534, -0.82814)
H (-2.75969, -6.33950, -2.09188)
H (-4.19357, -1.37595, -1.20282)
H (-3.81602, -1.52339, -2.79437)
H (-3.30645, -2.66112, -1.73726)

Atoms 1-6, force components in eV/Å:
0.0559 0.0176 0.0293
-0.0804 -0.0759 0.0092
0.1673 0.0643 -0.0413
-0.2700 -0.0928 -0.0924
0.0276 0.1352 -0.0416
0.3916 -0.4289 -0.1718

E_tot, eV: -43238.87272
Gap between HOMO and LUMO, hartree: 0.2595
Multiplicity: 1

Question: Number 3 is which compound?
Answer: C18H41BFNO4S

Question: Look up the E_tot of the first one.
Answer: -92764.11658 eV

Question: What is the formula in the third record?
Answer: C18H41BFNO4S